# C6H24KN12O6

A molecular structure, C6H24KN12O6 (ωB97M-V with the def2-TZVPD basis set, the Open Molecules 2025 dataset).

Calculated values
- F_max: 9.293 eV/Å
- Spin multiplicity: 2
- LUMO energy (alpha / beta): -5.15 / -11.36 eV
- Orbital gap (alpha / beta): 8.94 / 2.74 eV
- E_HOMO (alpha / beta): -14.1 / -14.1 eV
- Total charge: +2

CARTESIAN COORDINATES (ANGSTROEM)
K -6.532 10.049 1.213
C -7.531 13.490 0.814
O -8.238 12.463 0.795
N -6.683 13.775 1.818
N -7.361 14.193 -0.242
H -6.134 14.570 1.524
H -6.463 13.155 2.585
H -7.660 13.600 -1.003
H -6.580 14.821 -0.373
C -3.648 7.619 0.849
O -4.442 8.575 0.566
N -3.805 6.879 1.890
N -2.701 7.339 0.072
H -4.534 7.246 2.485
H -3.089 6.310 2.320
H -2.573 7.933 -0.735
H -2.278 6.437 0.238
C -7.284 6.950 3.572
O -6.579 7.569 2.846
N -7.152 5.695 3.733
N -7.991 7.533 4.551
H -7.889 5.163 4.173
H -6.454 5.257 3.149
H -7.914 8.523 4.740
H -8.684 6.941 4.986
C -4.624 11.731 3.553
O -5.789 11.525 3.365
N -4.085 12.263 4.566
N -3.723 11.729 2.677
H -3.104 12.320 4.800
H -4.831 12.319 5.245
H -4.066 11.599 1.736
H -2.732 11.917 2.733
C -6.697 7.761 -1.929
O -7.005 7.934 -0.812
N -7.362 8.129 -2.951
N -5.537 7.250 -2.218
H -8.229 8.622 -2.791
H -6.934 7.731 -3.775
H -4.948 6.872 -1.489
H -5.289 6.911 -3.136
C -9.264 10.381 4.493
O -8.893 10.764 5.557
N -10.357 9.859 4.287
N -8.586 10.491 3.375
H -10.987 9.569 5.022
H -10.278 9.382 3.401
H -9.028 10.227 2.507
H -7.930 11.255 3.292